This record from the OMol25 dataset describes a 13-piece molecular cluster, H26O13 overall at a distorted geometry. The level of theory is ωB97M-V/def2-TZVPD.

XYZ file:
```
39
Properties=species:S:1:pos:R:3:forces:R:3:lowdin_charge:R:1
H -0.836004 -0.671207 0.577887 0.0 0.0 0.1 0.06
H 0.615072 -0.348473 0.261247 -0.5 -0.1 0.1 0.03
H -5.075654 -0.381324 0.270791 -0.4 -0.1 0.2 0.00
H -6.353000 -0.335184 -0.551582 -0.1 0.0 0.0 0.05
H 3.349042 -2.776530 -2.304565 0.1 -0.1 0.1 0.05
H 2.133840 -2.312580 -1.518387 0.1 -0.2 0.1 -0.01
H -3.328461 0.759051 0.058584 0.3 0.1 0.0 0.01
H -2.793998 2.166512 -0.149852 0.1 -0.1 -0.1 0.04
H 0.054980 -3.501758 0.436400 -0.1 -0.2 0.1 0.03
H 1.539050 -3.788030 0.276318 0.1 -0.1 0.0 0.02
H 4.098196 -1.273650 3.080281 -0.1 0.0 -0.1 0.04
H 4.376908 -2.107287 1.840357 -0.1 0.0 -0.1 0.03
H 1.342909 2.873375 -0.150427 -0.3 -0.2 -0.4 0.03
H 1.481023 1.398486 -0.490527 -1.4 0.6 -0.9 0.04
H 0.177693 -1.646585 -1.816142 -0.3 0.2 0.0 0.01
H 1.239343 -1.606874 -2.903047 -0.2 0.3 -0.4 0.02
H -3.883370 -1.807560 0.107629 0.0 -0.4 0.1 0.03
H -4.506936 -2.682316 1.182808 -0.1 0.2 0.0 0.05
H -0.238448 2.057432 2.531865 0.1 -0.2 -0.1 0.04
H 0.858313 1.671261 3.510654 0.0 -0.1 -0.1 0.04
H 2.409409 1.933620 0.777961 0.6 -0.5 0.6 0.08
H 1.967033 0.480487 0.830389 0.8 -0.2 0.9 0.06
H 1.417169 2.218506 -2.111437 -0.4 -0.2 -0.4 0.03
H 0.223575 1.415377 -2.601702 0.1 -0.2 0.2 0.05
H 0.741659 4.329737 0.342897 -0.3 0.4 0.0 0.03
H -0.135307 4.144054 -0.884497 0.1 -0.1 0.0 0.05
O -0.284295 -0.041519 0.100290 -0.4 -1.0 -0.2 -0.03
O -5.885019 -0.874561 0.095762 -0.5 0.6 -0.6 -0.07
O 3.056217 -2.570275 -1.409745 0.0 0.1 0.0 -0.05
O -3.137778 1.405205 -0.630702 -0.3 0.0 0.1 -0.04
O 0.669080 -4.152369 0.077825 0.0 0.4 0.0 -0.05
O 3.760416 -1.457607 2.196508 0.1 -0.1 0.0 -0.06
O 0.823645 2.094799 -0.381020 -2.8 4.2 -3.9 -0.19
O 0.319105 -1.377737 -2.730862 0.2 -0.5 0.1 -0.04
O -3.908508 -1.936395 1.062490 1.1 -0.3 0.2 -0.07
O 0.235898 1.293585 2.879028 -1.2 0.1 1.4 -0.06
O 1.724246 1.360412 1.139865 5.1 -2.5 5.1 -0.12
O 1.176309 1.356187 -2.468344 0.8 -0.6 -2.4 -0.08
O 0.576639 4.691753 -0.535000 0.0 0.5 0.2 -0.05
```
Positions in Å, forces in eV/Å.

Results
E_LUMO, eV: -0.10
Gap between HOMO and LUMO, eV: 8.37
ΔE to the lowest compared entry with this formula, charge and spin, kJ/mol: 789.5
Highest occupied orbital energy, eV: -8.5